Record 1
C31H35Cl2LaN5O9PS3 | ωB97M-V/def2-TZVPD

CARTESIAN COORDINATES (ANGSTROEM)
La (0.20032, -0.71002, 0.60091)
N (-1.10898, 0.57029, 2.88068)
C (-0.33469, 1.72617, 3.35480)
C (1.14755, 1.45535, 3.12622)
O (1.98754, 1.82831, 3.93779)
O (1.37902, 0.80542, 2.04199)
H (-2.09928, 0.76294, 2.83132)
H (-0.97014, -0.20968, 3.51344)
H (-0.49573, 1.96659, 4.40732)
H (-0.59878, 2.59660, 2.74783)
O (0.43607, 0.34665, -1.43951)
C (0.57944, 0.26389, -2.72049)
C (0.34288, 1.38988, -3.54044)
C (0.48245, 1.31939, -4.90987)
C (0.86156, 0.12684, -5.53262)
C (1.10843, -0.98124, -4.74219)
C (0.98533, -0.94175, -3.35229)
C (1.32643, -2.12706, -2.54535)
N (1.55006, -2.16843, -1.24680)
C (1.92984, -3.45745, -0.94483)
C (1.93031, -4.21375, -2.06737)
N (1.54701, -3.35561, -3.08478)
H (0.05252, 2.30572, -3.03878)
H (0.30646, 2.20797, -5.50648)
H (0.97667, 0.07184, -6.60749)
H (1.42467, -1.89993, -5.22737)
H (2.13825, -3.74562, 0.07348)
H (2.11810, -5.25912, -2.23611)
H (1.39707, -3.59912, -4.04420)
C (-6.57213, -6.57795, -0.58732)
C (-5.44273, -5.59005, -0.45649)
C (-5.60943, -4.25800, -0.82101)
C (-4.56459, -3.35181, -0.71186)
C (-3.33549, -3.78448, -0.23628)
C (-3.14939, -5.10598, 0.15104)
C (-4.20640, -5.99675, 0.03781)
S (-2.01475, -2.62642, -0.07266)
O (-2.12356, -1.64538, -1.14914)
O (-0.79158, -3.42495, -0.15618)
N (-2.14587, -1.84888, 1.28377)
C (-1.89894, -2.74332, 2.44178)
C (-0.44322, -3.26099, 2.57352)
O (-0.24888, -4.40416, 2.96609)
O (0.44826, -2.37474, 2.27431)
H (-7.42588, -6.13776, -1.10348)
H (-6.91529, -6.91926, 0.39264)
H (-6.25858, -7.46125, -1.14744)
H (-6.57262, -3.92213, -1.19005)
H (-4.69097, -2.31330, -0.99019)
H (-2.18571, -5.41800, 0.53528)
H (-4.06475, -7.03013, 0.33774)
H (-2.55664, -3.61841, 2.43031)
H (-2.12364, -2.18448, 3.35356)
O (-1.08963, 8.21813, 0.08329)
S (-0.63566, 7.37449, 1.16481)
O (-1.18504, 7.65471, 2.46962)
N (-0.75509, 5.80865, 0.78777)
C (0.42433, 5.22657, 0.60807)
S (0.72308, 3.67091, 0.07703)
C (1.57986, 6.16617, 0.92513)
C (2.93739, 5.89414, 0.93964)
C (3.80961, 6.92690, 1.25801)
C (3.33297, 8.20667, 1.54989)
C (1.97006, 8.47278, 1.54474)
C (1.12199, 7.42377, 1.23632)
H (3.27748, 4.89203, 0.70893)
H (4.87598, 6.73653, 1.28423)
H (4.03443, 8.99793, 1.78827)
H (1.58435, 9.45742, 1.77723)
C (4.33748, -0.28292, 2.30175)
P (3.41401, -0.44098, 0.73481)
C (4.64891, -1.36481, -0.27501)
C (3.71429, 1.20612, -0.01026)
H (5.36017, 0.05534, 2.10784)
H (4.36913, -1.24738, 2.81315)
H (3.82308, 0.43250, 2.94563)
H (5.63822, -0.89985, -0.21471)
H (4.32164, -1.37432, -1.31656)
H (4.72488, -2.40466, 0.05180)
H (4.77259, 1.47326, 0.07805)
H (3.09986, 1.96368, 0.47604)
H (3.43187, 1.18671, -1.06539)
Cl (-2.04895, 1.45960, 0.07749)
C (-3.46971, 1.12656, -0.88608)
Cl (-4.82919, 0.37788, 0.01684)
H (-3.18592, 0.44903, -1.67989)
H (-3.83606, 2.07997, -1.24301)

Summary:
spin multiplicity: 1
gap between HOMO and LUMO: 6.492 eV
charge: -2
energy relative to the best compared isomer or geometry (same formula, charge and spin): 0.234 eV

These are the Mulliken partial charges, in e, on atoms 1 to 2: 1.74, -0.38

=====

Record 2
C12H22Cl16 | ωB97M-V/def2-TZVPD

CARTESIAN COORDINATES (ANGSTROEM)
Cl (22.70228, -9.76161, 17.51729)
C (21.55491, -8.50074, 17.98738)
Cl (21.56764, -7.15581, 16.81844)
Cl (21.94506, -7.86738, 19.58076)
H (20.55852, -8.92147, 18.02793)
Cl (19.13132, -10.96528, 16.78750)
C (19.46635, -12.15884, 15.55900)
Cl (21.19645, -12.10124, 15.07915)
Cl (18.41132, -12.00842, 14.16642)
H (19.29184, -13.12587, 16.01180)
Cl (19.14110, -9.97039, 20.30671)
C (18.88589, -9.12573, 21.85628)
C (18.52517, -10.11485, 22.94580)
Cl (17.08529, -11.07625, 22.62871)
H (18.08121, -8.40573, 21.70184)
H (19.76090, -8.53325, 22.11422)
H (18.37296, -9.60247, 23.89750)
H (19.39255, -10.74725, 23.14625)
Cl (24.81611, -13.17078, 22.05179)
C (24.33241, -13.70657, 20.41577)
C (23.37449, -12.69670, 19.79282)
Cl (21.87016, -12.55660, 20.72208)
H (23.90030, -14.69705, 20.51386)
H (25.24233, -13.75743, 19.82124)
H (23.11637, -13.10627, 18.81260)
H (23.84254, -11.73144, 19.64817)
Cl (24.29360, -2.45376, 18.21738)
C (23.16241, -2.25747, 16.85918)
C (22.23888, -3.43903, 16.73604)
Cl (21.13592, -3.59072, 18.13308)
H (23.78838, -2.15833, 15.97000)
H (22.62877, -1.31035, 16.90551)
H (22.69847, -4.40491, 16.55662)
H (21.61161, -3.23200, 15.86325)
Cl (17.19930, -7.26775, 19.09528)
C (18.52540, -6.04268, 19.00289)
C (18.10911, -4.79437, 19.75850)
Cl (16.95922, -3.82063, 18.81983)
H (18.76275, -5.86576, 17.95946)
H (19.37990, -6.52902, 19.46919)
H (19.01329, -4.21473, 19.94441)
H (17.63526, -4.98318, 20.71567)
Cl (22.55929, -8.21632, 22.93862)
C (23.38281, -9.66321, 22.29418)
C (24.87106, -9.51687, 22.20851)
Cl (25.73088, -9.83074, 23.75914)
H (23.02813, -9.88183, 21.28536)
H (23.11190, -10.52763, 22.89810)
H (25.12875, -8.50973, 21.88733)
H (25.30070, -10.26679, 21.55035)

Summary:
spin multiplicity: 1
gap between HOMO and LUMO: 10.736 eV
SMILES: ClC(Cl)Cl.ClC(Cl)Cl.ClCCCl.ClCCCl.ClCCCl.ClCCCl.ClCCCl
energy relative to the best compared isomer or geometry (same formula, charge and spin): 0.301 eV

These are the Mulliken partial charges, in e, on atoms 1 to 2: -0.13, 0.57

=====

Record 3
C43H34ClF3IN9O7Sn | ωB97M-V/def2-TZVPD

CARTESIAN COORDINATES (ANGSTROEM)
Sn (0.73029, -0.14962, 1.93303)
O (-4.42693, 0.95264, 1.16514)
C (-3.32281, 0.87569, 1.73547)
O (-2.81710, -0.11184, 2.32700)
C (-2.46427, 2.15981, 1.70243)
C (-3.01428, 3.32642, 1.18249)
C (-2.22931, 4.46690, 1.11387)
C (-0.92269, 4.40795, 1.57383)
C (-0.44738, 3.20275, 2.07652)
N (-1.20260, 2.10690, 2.13482)
C (0.99613, 3.11638, 2.59164)
O (1.55074, 4.19381, 2.84124)
O (1.48788, 1.95594, 2.73513)
H (-4.04104, 3.29212, 0.84673)
H (-2.63125, 5.38835, 0.70658)
H (-0.25923, 5.26088, 1.55808)
N (-1.13470, -2.49653, 2.49446)
C (-1.32364, -3.61838, 1.60478)
C (-0.72719, -4.91395, 2.21795)
C (0.65061, -4.78988, 2.88707)
C (1.91508, -4.42479, 2.07398)
N (2.04970, -4.85198, 0.67794)
C (1.81322, -6.08642, 0.17146)
N (1.51181, -6.24018, -1.07673)
N (1.93791, -7.12515, 1.09243)
C (-0.66926, -3.40034, 0.26116)
O (-1.08688, -4.33576, -0.60266)
O (0.14851, -2.55731, -0.02076)
H (-1.42093, -2.75076, 3.43341)
H (-1.72693, -1.70463, 2.22370)
H (-2.37598, -3.83441, 1.37386)
H (-0.72391, -5.69828, 1.46052)
H (-1.42165, -5.22686, 3.00357)
H (0.83067, -5.73695, 3.40306)
H (0.57474, -4.01010, 3.64890)
H (2.77305, -4.80542, 2.63711)
H (2.00542, -3.34221, 2.07222)
H (1.98107, -4.11165, -0.00323)
H (-0.40100, -4.50788, -1.27507)
H (1.45116, -7.21616, -1.34141)
H (2.52226, -6.90810, 1.88651)
H (2.13589, -8.02010, 0.68179)
Cl (1.15104, -0.79863, 9.45296)
C (1.35246, -1.05290, 7.72876)
C (2.36701, -1.85955, 7.28978)
C (2.54962, -2.06549, 5.92285)
I (4.08053, -3.35329, 5.27244)
C (1.76744, -1.46946, 4.91018)
O (1.97291, -1.62997, 3.66953)
C (0.66069, -0.66414, 5.42509)
N (-0.18010, -0.16210, 4.50007)
C (-1.21062, 0.56321, 4.86370)
C (-1.47282, 0.85513, 6.21408)
C (-0.64225, 0.35484, 7.17862)
C (0.46134, -0.44700, 6.81343)
H (3.02719, -2.33335, 8.00341)
H (-1.84850, 0.90766, 4.05845)
H (-2.32828, 1.46327, 6.47756)
H (-0.82412, 0.55476, 8.22641)
N (-1.46376, 2.67656, -5.23193)
C (-2.05913, 2.72447, -6.46734)
C (-1.89136, 3.56053, -7.56539)
C (-2.68758, 3.30716, -8.66852)
C (-3.61680, 2.25772, -8.67360)
C (-3.78067, 1.42857, -7.57817)
C (-2.98692, 1.66475, -6.45670)
N (-2.93112, 1.00224, -5.24863)
C (-2.02170, 1.62750, -4.54555)
C (-1.60350, 1.27346, -3.18645)
C (-0.74093, 2.08204, -2.45057)
C (-0.34465, 1.65982, -1.19397)
N (-0.72537, 0.50379, -0.66085)
C (-1.58780, -0.24167, -1.34499)
C (-2.06107, 0.10026, -2.60082)
H (-0.70762, 3.25713, -4.91539)
H (-1.16530, 4.36408, -7.55499)
H (-2.59146, 3.93284, -9.54787)
H (-4.21857, 2.09501, -9.56013)
H (-4.49666, 0.61671, -7.57879)
H (-0.37681, 3.03114, -2.82754)
H (0.31697, 2.26713, -0.58781)
H (-1.91625, -1.15319, -0.86202)
H (-2.76314, -0.52585, -3.13274)
F (2.03129, 4.52581, -5.73928)
C (3.25395, 4.39015, -5.13215)
F (4.07800, 3.94089, -6.10559)
F (3.65060, 5.64333, -4.83676)
C (3.20432, 3.49078, -3.95163)
C (3.26003, 3.99719, -2.65818)
C (3.16240, 3.14367, -1.57587)
C (2.99012, 1.76120, -1.75604)
C (2.94169, 1.26661, -3.07276)
C (3.04067, 2.11928, -4.15430)
C (2.77394, 0.90997, -0.64060)
C (2.52625, 0.16774, 0.30536)
H (3.37114, 5.06349, -2.50626)
H (3.19401, 3.53453, -0.56602)
H (2.79935, 0.20431, -3.22005)
H (2.98472, 1.73489, -5.16645)

Summary:
spin multiplicity: 1
gap between HOMO and LUMO: 6.181 eV
charge: -2
energy relative to the best compared isomer or geometry (same formula, charge and spin): 0.770 eV

These are the Mulliken partial charges, in e, on atoms 1 to 2: 2.35, -0.84